(1)
The following is a DFT calculation (ωB97M-V/def2-TZVPD) of a cluster of 5 separate species, C26H67N5O8 in total.

XYZ file:
```
106
Properties=species:S:1:pos:R:3
O -5.5413 -1.7885 1.7965
O -4.2625 3.4314 -2.4132
O 5.7467 -0.5027 -9.6648
O 1.5854 5.5304 7.9785
O -0.7733 -4.4076 -1.4554
O -0.3712 -0.2915 6.1355
O 5.8495 -1.1908 -3.0835
O 0.0346 0.4740 1.7353
N 5.8838 -0.8038 -6.8293
N 0.0953 2.3135 6.7573
N 2.4142 -0.1628 -0.2915
N -4.3210 -4.3137 -0.6257
N -4.3896 3.8617 1.1370
C 1.1505 3.2270 7.1608
C -5.1740 -3.3483 -0.0885
C -4.5935 -2.6189 1.1297
C 1.9760 6.2214 6.7504
C 0.5870 4.4667 7.8464
C 0.4386 -0.7254 1.0366
C 0.7498 -1.5796 -1.3841
C 4.8348 -1.4011 -9.0372
C 5.6048 -0.6061 -4.3598
C -3.7787 3.5680 -0.1149
C -3.2495 -3.7920 -1.4806
C 5.8032 -1.4625 -5.5355
C 4.9798 -0.9963 -2.0704
C -1.0372 0.3711 7.2307
C -3.1724 2.2134 -0.1199
C 4.5859 -0.8794 -7.5645
C 0.7407 -1.0331 6.7018
C 5.5049 -0.3966 -11.1179
C 1.0119 -0.4766 -0.4017
C -2.0987 -4.8662 -1.5504
C -4.8252 4.0859 -3.5624
C -4.8471 3.8784 -1.1796
C -0.7730 0.0060 2.8121
C 0.2435 -5.2858 -1.9640
C -0.2029 1.4949 7.9040
C -4.9065 -1.2777 2.9047
H 6.4631 -0.2168 -11.6054
H -5.6511 3.5671 -4.0490
H 4.7205 0.3555 -11.2023
H 2.4039 0.2695 0.6212
H 2.9003 5.8094 6.3453
H 5.1366 0.0520 -1.8162
H 0.5737 1.0038 8.4904
H -1.2894 -0.3740 7.9852
H 1.1344 -2.5153 -0.9784
H -3.7150 3.7013 1.8713
H 3.8538 -1.3778 -9.5118
H -0.2508 -0.5812 3.5675
H -2.5894 2.1335 -1.0374
H -4.6152 -2.0938 3.5660
H 0.6482 0.4628 -0.8179
H 1.0819 -1.3368 -2.3935
H -1.2236 0.9172 3.2058
H -4.9106 -4.8514 -1.2447
H 0.2862 -6.2125 -1.3916
H -2.3487 -5.6236 -0.8075
H 5.3029 -2.4307 -5.5161
H 1.9414 2.6383 7.6255
H 6.3521 0.1443 -4.6179
H 5.1076 -1.3304 -11.5158
H 1.5524 -0.3831 7.0286
H 6.7752 -1.9466 -5.4417
H -3.6011 -3.4130 -2.4402
H 5.1531 -1.5857 -1.1700
H 3.9563 -1.3002 -2.2896
H 0.3016 4.0908 8.8289
H -2.5338 1.9515 0.7237
H 0.4282 1.7278 6.0048
H -4.0504 3.9890 -4.3229
H 4.7396 0.0494 -4.4598
H -3.8887 1.3926 -0.1572
H -5.6718 -2.6565 -0.7681
H 1.5728 3.6073 6.2307
H 0.4448 -1.8364 7.3764
H -0.2893 -1.8457 -1.5779
H -3.9960 -0.6922 2.7767
H -4.5034 4.8651 1.1561
H -3.6279 -2.1811 0.8765
H -2.3105 -5.3103 -2.5231
H 2.7380 0.4818 -0.9984
H 3.7380 -1.3743 -7.0910
H -1.6416 -0.5125 2.4061
H -2.9938 4.3058 -0.2813
H 1.0497 -1.4396 1.5886
H -5.7977 3.3668 -1.0285
H 6.5057 -1.3703 -7.3883
H 4.4016 0.1858 -7.7036
H 2.2093 7.1799 7.2140
H -2.8218 -2.9040 -1.0151
H -5.0232 4.9535 -1.1452
H -4.3326 -3.4288 1.8109
H -0.3130 4.9079 7.4182
H -5.6187 -0.6196 3.4025
H 1.1972 -4.7619 -1.8996
H -0.7081 2.1453 8.6181
H 0.0861 -5.5633 -3.0063
H -1.9570 0.7493 6.7845
H -4.9792 5.1565 -3.4282
H 1.0821 -1.6017 5.8368
H 5.2578 -2.4054 -9.0586
H 1.0812 6.2198 6.1280
H -5.9615 -3.9742 0.3313
H -0.4658 -1.2664 0.7582
```

Properties
total charge: +1
multiplicity: 2
expectation value of S²: 0.755
frontier orbital gap (spin up / spin down): 7.3 / 1.4 eV
E_LUMO (spin up / spin down): -2.7 / -8.6 eV

---

(2)
The following is a DFT calculation (ωB97M-V/def2-TZVPD) of an isolated molecule of C9H9N3O2S.

XYZ file:
```
24
Properties=species:S:1:pos:R:3
S -1.6039 -0.2095 3.2108
O -3.6313 -0.8957 1.2707
O -2.6677 0.0651 -0.4494
N 1.8735 0.7959 2.0056
N -0.2407 0.4189 1.0020
N 2.6953 -0.0920 1.4575
C 0.8141 -0.2516 -2.9159
C -2.7009 -0.2891 0.6846
C 0.6650 1.0758 1.8739
C 0.8451 1.0338 -2.4368
C -1.3950 0.0076 1.5542
C 0.5715 1.2372 -1.1603
C 0.0395 0.1646 -0.3925
C -0.0560 -1.1286 -0.7952
C 0.2624 -1.2457 -2.1528
H -0.7690 -1.8464 -0.5118
H 2.1820 -0.9583 1.3600
H 0.1355 1.6755 2.5812
H 1.2324 1.8249 -3.0203
H 0.8700 -0.4132 -4.0241
H 3.5865 -0.1752 1.9464
H 0.7126 2.1257 -0.6076
H -3.5492 -0.7338 2.2268
H 0.1283 -2.1858 -2.7069
```

Properties
total charge: 0
multiplicity: 1
relative energy (zero: lowest compared OMol25 entry of this formula, charge and spin): 2.231 eV
frontier orbital gap: 8.1 eV
E_LUMO: -0.6 eV
SMILES: N/N=C\N(C(=S)C(=O)O)c1ccccc1

---

(3)
The following is a DFT calculation (ωB97M-V/def2-TZVPD) of a structure of composition C39H56AsN5O5PSSiTi.

XYZ file:
```
110
Properties=species:S:1:pos:R:3
As 2.7094 0.0447 -5.7954
Ti 0.3207 -0.4956 0.4643
S -0.1640 1.8672 0.8299
P -0.1191 -0.4054 -2.1941
Si 1.8807 1.9958 0.5429
O 2.2874 2.5145 -0.9387
O 0.2708 -0.9192 2.3241
O 2.2097 0.3006 0.4415
O -0.0664 -2.3334 0.5779
O 2.8195 2.6750 1.6647
N -3.3917 0.8214 -0.1426
N -3.2548 0.7703 1.2440
N -1.6125 -0.8092 0.9633
N -2.2716 -0.1360 3.1179
N -0.7351 -1.7346 1.6860
C 3.4983 -0.4333 0.2867
C -2.0061 3.0987 -2.9812
C 4.2338 -0.3691 1.6127
C 1.8024 0.8730 -9.7951
C -1.1301 2.1333 -2.5086
C 2.0557 1.7900 3.8107
C 1.8523 -0.0096 -7.5458
C -2.4627 0.4143 -3.5409
C 0.1375 -0.7097 -9.0946
C 1.0294 0.0356 -4.7289
C 0.6795 0.1109 -10.0755
C 1.6510 4.8517 -0.9018
C 4.0658 4.1642 -1.0030
C -3.3424 1.3839 -4.0043
C 2.7540 -2.9032 -6.2694
C 0.7188 -0.7671 -7.8376
C -2.3045 -3.8092 -2.3093
C 1.7108 4.1955 3.1711
C 3.1323 -1.8402 -5.4550
C 2.5547 3.7225 -2.9513
C 1.3270 -0.0217 -3.2371
C 3.0635 -4.2103 -5.9148
C -2.3488 -0.0618 1.7894
C 3.7588 -4.4748 -4.7436
C -1.5123 -4.6804 -3.0455
C -1.3625 0.7831 -2.7727
C -1.8862 -2.5081 -2.0870
C 2.6457 3.8301 -1.4363
C 2.3838 0.8123 -8.5356
C -0.6756 -2.0650 -2.6233
C -3.1200 2.7237 -3.7219
C 4.1744 -3.4207 -3.9421
C -0.2967 -4.2514 -3.5558
C 3.8762 -2.1153 -4.3062
C 4.0219 3.3297 3.5930
C 4.3044 0.2105 -0.8266
C 3.1033 -1.8592 -0.0551
C 0.1264 -2.9462 -3.3469
C 2.6333 2.9895 3.0745
H -3.5964 1.5344 1.8088
H 2.7633 -5.0243 -6.5625
H 4.4517 4.1468 3.0133
H 3.2620 1.4110 -8.3228
H 4.7498 -3.6147 -3.0453
H -1.8173 4.1446 -2.7734
H -1.8403 -5.6981 -3.2114
H -2.6384 -0.6262 -3.7793
H 0.3304 -4.9287 -4.1209
H 1.0790 -2.6332 -3.7593
H 0.2239 0.1548 -11.0561
H 4.7697 3.4387 -1.4131
H -0.7405 -1.3049 -9.3106
H 0.7341 3.9716 2.7389
H 2.5000 -2.3054 0.7371
H -3.8056 3.4760 -4.0893
H 2.8506 4.6625 -3.4182
H 4.6713 1.1911 -0.5259
H 3.9690 3.6361 4.6381
H 5.1660 -0.4216 -1.0476
H 1.5325 3.4924 -3.2592
H 3.6475 -0.8453 2.3993
H -4.1980 1.0892 -4.5980
H 2.0767 -0.7826 -3.0026
H -2.8526 1.5890 -0.5322
H -3.2442 -4.1490 -1.8942
H 0.4717 0.9390 -4.9799
H 3.9956 -2.4724 -0.1789
H 5.1800 -0.9046 1.5232
H 0.4256 -0.8189 -5.0357
H 4.2569 -1.2993 -3.6991
H 1.5667 4.4728 4.2161
H 1.8803 5.8449 -1.2889
H 4.4465 0.6632 1.8837
H 4.1476 4.1651 0.0833
H 1.6938 4.8988 0.1891
H -0.2645 2.4279 -1.9279
H 2.7219 0.9308 3.7357
H 0.2804 -1.4118 -7.0849
H 2.1450 5.0490 2.6488
H 3.7115 0.3234 -1.7325
H 1.0790 1.5129 3.4104
H 2.2284 1.5152 -10.5548
H 4.3458 5.1505 -1.3751
H 1.7248 0.9278 -2.8675
H 2.2150 -2.7206 -7.1896
H 3.9973 -5.4941 -4.4696
H -2.4830 -1.8414 -1.4746
H -4.3687 0.9137 -0.3839
H 4.6824 2.4648 3.5229
H -1.4078 -0.4835 3.5114
H 1.9370 2.0321 4.8676
H 3.2176 2.9361 -3.3169
H 0.6343 4.5899 -1.2013
H -2.8696 0.4357 3.6890
H 2.5516 -1.8993 -1.0021
```

Properties
total charge: +1
multiplicity: 1
relative energy (zero: lowest compared OMol25 entry of this formula, charge and spin): 0.000 eV
frontier orbital gap: 7.4 eV
E_LUMO: -3.3 eV

---

(4)
The following is a DFT calculation (ωB97M-V/def2-TZVPD) of a structure of composition C6H6O.

XYZ file:
```
13
Properties=species:S:1:pos:R:3
O -1.5464 -1.2103 0.3804
C -1.0574 0.0434 0.8267
C 2.6664 0.6543 0.2039
C -0.9983 1.0265 -0.2848
C 1.5038 0.3701 0.0623
C -0.4051 -1.3638 -0.4891
C 0.1252 0.0189 -0.1190
H -0.6917 -1.5341 -1.5330
H -0.7212 2.0399 -0.0073
H 0.2435 -2.1730 -0.1385
H -1.1267 0.2797 1.8835
H -1.6877 0.9413 -1.1226
H 3.6955 0.9072 0.3375
```

Properties
total charge: 0
multiplicity: 1
relative energy (zero: lowest compared OMol25 entry of this formula, charge and spin): 3.929 eV
frontier orbital gap: 10.3 eV
E_LUMO: 1.0 eV

---

Strongest force on any atom values, unit hartree/bohr, following the record order: 0.1047 0.0944 0.0182 0.0079.